Record 1
C21H34ClN9O6Rb as an isolated structure in a non-equilibrium geometry, computed with ωB97M-V with the def2-TZVPD basis set.

```
72
Properties=species:S:1:pos:R:3:forces:R:3:mulliken_charge:R:1
Rb 1.644960 -0.862795 -2.873852 -1.2 -0.3 0.7 0.66
C -2.587900 0.795891 0.571885 -0.1 0.2 0.0 -1.27
C -2.562372 -0.202731 -0.575633 0.1 0.0 -0.1 -0.84
N -1.595041 0.159304 -1.601555 0.0 -0.1 0.0 1.16
C -2.040958 1.091919 -2.633154 0.0 -0.1 0.0 -0.87
C -1.322366 2.434824 -2.617384 0.1 0.0 0.2 -0.94
N 0.106085 2.244137 -2.760821 0.0 -0.1 0.0 0.18
C 0.909052 3.454273 -2.873300 0.0 -0.1 0.0 -1.12
C 1.280482 4.065129 -1.518388 -0.1 0.0 0.0 -0.39
C 2.465740 3.370655 -0.849706 0.0 -0.1 -0.1 -1.00
N 2.205094 1.968551 -0.552345 0.2 0.0 -0.1 0.36
C 2.086561 1.615042 0.843086 -0.1 0.0 -0.1 -0.58
C 0.827133 2.245256 1.433792 -0.1 0.0 0.1 -0.92
N -0.394869 1.954519 0.686992 0.0 0.0 0.1 0.00
C -1.250309 0.942043 1.295272 0.1 0.0 0.0 0.04
H -3.364075 0.495460 1.283992 0.0 0.0 0.0 0.50
H -2.872310 1.783948 0.191749 0.0 0.0 0.0 0.31
H -3.578498 -0.309613 -0.989891 0.0 0.0 0.0 0.52
H -2.274379 -1.187378 -0.194410 0.0 0.0 0.0 0.30
H -1.241888 -0.674401 -2.049876 -0.1 0.0 -0.1 -0.78
H -3.121141 1.268534 -2.544789 0.0 0.0 0.0 0.36
H -1.874646 0.617375 -3.606614 0.0 0.0 0.0 0.38
H -1.514541 2.942310 -1.665823 0.0 0.0 0.0 0.35
H -1.743726 3.073561 -3.413260 0.0 0.0 0.0 0.49
H 0.301557 1.608620 -3.521885 -0.1 0.1 -0.2 0.19
H 0.392713 4.210694 -3.485715 0.0 0.0 0.0 0.40
H 1.828356 3.191197 -3.405166 0.0 0.0 0.0 0.40
H 0.407809 4.033001 -0.856063 0.0 0.0 0.0 0.18
H 1.529940 5.122693 -1.663806 0.0 0.0 0.0 0.44
H 2.742227 3.909188 0.066745 0.0 0.0 0.0 0.26
H 3.328948 3.428787 -1.517942 0.0 0.0 0.0 0.50
H 2.857937 1.373412 -1.039431 0.1 -0.1 0.2 -0.12
H 2.954117 1.931434 1.450651 0.0 0.0 0.0 0.39
H 2.022366 0.528707 0.891629 0.0 0.0 0.0 0.12
H 0.980832 3.329908 1.481940 0.0 0.0 0.0 0.42
H 0.705055 1.919042 2.474104 0.0 0.0 0.0 0.45
H -0.140440 1.664264 -0.257648 0.0 0.0 0.0 -0.21
H -1.436216 1.246098 2.330443 0.0 0.0 0.0 0.69
H -0.762242 -0.047581 1.335418 0.0 0.0 0.0 -0.15
N -2.927096 -2.909629 -3.255398 0.0 -0.1 -0.2 -0.87
N -1.631434 -3.272455 -2.816608 0.0 -0.1 0.0 0.11
C -0.490929 -2.662068 -3.397373 -0.1 -0.1 -0.3 0.58
O 0.597803 -3.254611 -3.194694 -0.6 -0.3 -0.1 -0.83
O -0.676934 -1.553795 -3.970507 -0.3 -0.4 0.0 -0.76
H -2.931886 -2.922921 -4.273165 0.0 0.1 -0.1 0.28
H -3.043720 -1.930618 -3.023180 0.0 0.0 0.1 0.35
H -1.520811 -4.270861 -2.739647 -0.1 0.0 0.1 0.28
N -1.592010 -2.414577 8.843868 0.0 0.0 0.0 -0.54
C -1.283772 -2.438309 7.736745 0.1 0.0 -0.4 0.03
C -0.895104 -2.463321 6.339970 -0.1 0.0 0.4 0.49
C -0.456928 -1.297935 5.718403 0.0 0.1 0.0 -0.95
C -0.102472 -1.316799 4.381835 0.0 0.0 0.1 0.16
C -0.162661 -2.509241 3.667208 0.0 0.1 -0.3 0.51
C -0.595183 -3.675520 4.286233 0.0 -0.1 0.1 -0.38
C -0.967964 -3.650105 5.617823 0.0 -0.1 0.0 -0.82
N 0.196328 -2.522237 2.303580 0.0 -0.2 0.2 0.33
C -0.372757 -3.283870 1.293035 0.0 0.1 0.1 -0.29
C 0.255254 -2.906476 0.149622 0.1 0.1 -0.1 -0.78
N 1.203470 -1.935444 0.422039 0.1 -0.3 0.0 -0.16
C 1.155874 -1.749416 1.708992 -0.2 0.1 -0.1 -0.85
H -0.416530 -0.373066 6.278273 0.0 0.0 0.0 0.44
H 0.188346 -0.403378 3.879850 0.0 0.0 0.0 0.36
H -0.623354 -4.601148 3.727290 0.0 0.0 0.0 0.50
H -1.305547 -4.554561 6.106378 0.0 0.0 0.0 0.44
H -1.191814 -3.956863 1.479322 0.0 0.0 0.0 0.42
H 0.088241 -3.262074 -0.857082 0.0 0.0 0.0 0.47
H 1.768795 -1.067912 2.279892 0.0 -0.1 0.0 0.65
O 4.823783 1.781208 -2.720358 -0.1 -0.4 -0.1 -0.66
Cl 4.388267 0.490200 -3.198086 0.3 0.2 -0.1 1.92
O 5.443452 -0.196688 -3.891293 -0.3 0.2 0.2 -0.72
O 3.240326 0.668645 -4.096219 1.1 0.5 0.0 -0.74
O 3.939916 -0.319436 -2.055990 1.2 0.7 -0.2 -0.78
```
Forces are in eV/Å.

Summary:
Net charge   -1
Multiplicity   1
DFT total energy   -2249.00332 hartree
Energy relative to the best compared isomer or geometry (same formula, charge and spin)   18.06 kcal per mole

***

Record 2
One molecule with the formula C4H9N in a non-equilibrium geometry, computed with ωB97M-V with the def2-TZVPD basis set.

```
14
Properties=species:S:1:pos:R:3:forces:R:3:mulliken_charge:R:1
C 1.367271 -1.385015 -1.392708 1.4 0.1 -0.4 -0.68
C 0.947227 -0.726432 -0.322566 -0.5 0.3 1.1 -0.06
C -0.531600 -0.569024 0.054536 -0.4 -1.0 -0.6 -0.61
C -0.985976 0.902587 0.244832 -0.2 -1.9 2.0 -0.48
N -0.123744 1.476081 1.302739 -0.5 1.8 -0.9 -0.55
H 0.708411 -1.899245 -2.102596 0.2 0.3 0.3 0.27
H 2.469799 -1.392501 -1.622110 -1.3 -0.2 0.2 0.22
H 1.675651 -0.290675 0.409799 -0.7 -0.3 -0.9 0.28
H -1.158132 -1.005870 -0.759942 0.5 0.2 0.3 0.30
H -0.780011 -1.246745 0.935657 0.4 1.2 -0.6 0.27
H -2.089370 0.868260 0.525196 1.2 0.4 -0.5 0.24
H -0.815966 1.467244 -0.644819 -0.1 0.3 -0.7 0.38
H -0.166558 2.508825 1.162778 0.2 -1.1 0.5 0.22
H -0.517002 1.292510 2.209205 -0.1 -0.1 0.3 0.21
```
Forces are in eV/Å.

Summary:
Structure (SMILES)   C=CCCN
Multiplicity   1
DFT total energy   -212.52061 hartree
Energy relative to the best compared isomer or geometry (same formula, charge and spin)   19.18 kcal per mole

***

Record 3
C21H47O2P3Pb as an isolated structure in a non-equilibrium geometry, computed with ωB97M-V with the def2-TZVPD basis set.

```
74
Properties=species:S:1:pos:R:3:forces:R:3:mulliken_charge:R:1
Pb 0.204646 -0.050939 0.992850 0.8 0.9 0.7 0.08
P 2.323840 1.022132 2.492650 0.6 0.3 0.8 0.94
P -0.719717 2.042499 -0.402565 -0.4 0.4 0.0 0.75
P 2.022895 -0.672598 -0.990088 0.2 -0.1 0.1 0.64
H -1.425236 -2.403490 1.077268 0.3 -0.6 0.2 0.44
C -0.380781 -2.637168 0.845656 1.1 0.3 0.9 -0.73
C 0.618760 -2.668573 1.807158 -1.1 0.2 -1.1 -0.28
H 0.414026 -2.501110 2.864860 -0.2 -0.3 -0.2 0.25
C 1.947806 1.367283 4.246830 -0.7 -0.1 0.2 -1.16
C 2.975344 2.604785 1.850772 -0.3 0.1 -0.4 -1.22
C 3.719938 -0.147619 2.573427 -0.1 -0.3 -0.2 -1.09
C -2.020453 1.340836 -1.454060 -0.2 -0.1 0.0 -1.03
C -1.449592 3.285643 0.690719 0.0 0.1 0.3 -0.99
C 0.536837 2.875022 -1.395570 0.1 0.1 -0.1 -1.14
C 2.826760 -2.287371 -0.771297 0.1 -0.1 0.1 -1.33
C 3.361622 0.518165 -1.298508 0.0 0.2 -0.3 -1.17
C 0.988790 -0.825384 -2.484321 0.0 -0.1 -0.4 -1.36
H -0.186967 -2.726554 -0.234426 0.1 -0.3 0.6 0.42
H 1.682303 -2.723576 1.561420 -0.4 -0.4 -0.1 0.25
H 1.463452 0.501780 4.717516 0.2 0.1 -0.2 0.28
H 1.238286 2.199121 4.340703 0.3 -0.1 -0.2 0.33
H 2.835998 1.620407 4.841153 0.0 -0.1 -0.4 0.56
H 2.188267 3.365926 1.847549 0.0 -0.1 0.2 0.33
H 3.321872 2.516596 0.818800 0.1 -0.1 0.1 0.30
H 3.803362 2.978584 2.463884 -0.1 -0.2 0.0 0.51
H 3.386963 -1.090875 3.017451 0.0 0.1 0.1 0.34
H 4.526483 0.252571 3.199618 -0.2 0.1 -0.1 0.51
H 4.131418 -0.394415 1.591468 0.0 0.2 0.1 0.25
H -2.501436 2.148440 -2.021008 0.0 -0.2 0.1 0.47
H -2.770007 0.838333 -0.824606 0.1 0.3 -0.1 0.38
H -1.638349 0.582037 -2.148149 0.1 0.3 0.1 0.17
H -1.866391 4.111694 0.100919 0.1 -0.1 0.1 0.53
H -0.685224 3.684270 1.371458 -0.1 0.0 -0.3 0.34
H -2.233648 2.856073 1.327107 0.1 0.0 -0.4 0.18
H 0.059662 3.729829 -1.891120 0.2 -0.1 0.0 0.54
H 0.983265 2.221545 -2.148023 -0.2 0.1 0.0 0.30
H 1.347024 3.232333 -0.749253 -0.2 0.1 -0.1 0.29
H 3.440336 -2.545982 -1.642122 -0.1 0.1 0.1 0.49
H 2.083618 -3.072898 -0.612524 0.1 0.0 -0.2 0.39
H 3.472002 -2.285852 0.115292 0.0 0.1 -0.2 0.34
H 3.887800 0.245458 -2.219079 0.0 0.0 0.1 0.53
H 4.089171 0.550117 -0.481603 -0.2 -0.3 -0.1 0.39
H 2.974416 1.535303 -1.410984 0.0 -0.2 -0.1 0.23
H 1.578053 -1.230932 -3.315145 0.0 0.1 0.1 0.57
H 0.544255 0.119803 -2.812063 0.3 0.0 0.1 0.41
H 0.147818 -1.507645 -2.312176 0.2 0.0 0.2 0.40
C -2.196544 -0.959316 -6.000177 -0.2 2.3 -0.1 0.78
C -3.333942 -1.467481 -6.687034 -0.3 -1.3 -0.1 -0.54
C -3.533047 -2.849869 -6.687573 -0.5 1.6 -0.5 -0.53
C -2.619873 -3.700636 -6.039298 -0.5 -0.7 -0.2 -0.42
C -1.499867 -3.183295 -5.387780 1.4 1.5 0.7 -0.30
C -1.276953 -1.809337 -5.376158 0.6 -1.6 0.6 -0.14
O -1.953793 0.378111 -5.877052 0.0 -2.8 0.1 -0.37
H -2.622252 0.857663 -6.361883 -0.5 0.7 -0.5 0.35
H -4.014011 -0.775550 -7.175084 0.0 -0.2 0.0 0.38
H -4.403038 -3.270491 -7.193611 0.3 0.1 0.1 0.43
H -2.792488 -4.780455 -6.052534 0.1 0.4 0.0 0.44
H -0.779623 -3.834158 -4.881722 -0.4 0.1 -0.3 0.42
H -0.412511 -1.347092 -4.897583 -0.2 -0.3 -0.2 0.48
C -2.815434 1.852753 3.797976 -0.1 0.3 0.3 -1.63
C -1.367457 1.458381 3.715162 -0.1 0.2 -0.3 0.14
O -1.257679 0.181084 3.060437 0.4 -0.3 -0.5 0.10
C -1.756875 -0.984803 3.779777 0.4 0.0 -0.2 -0.18
C -0.894413 -1.243991 4.983403 0.0 -0.1 0.2 -1.15
H -3.277002 1.746840 2.810158 -0.1 -0.1 0.2 0.40
H -2.906411 2.905648 4.098137 -0.1 -0.3 0.1 0.44
H -3.328469 1.214685 4.528276 -0.1 0.4 -0.2 0.41
H -0.831619 2.173785 3.061780 0.0 -0.4 0.3 -0.02
H -0.869131 1.421723 4.688506 -0.1 0.1 -0.2 0.39
H -2.795836 -0.823514 4.060227 -0.1 -0.1 -0.2 0.33
H -1.676829 -1.809600 3.047229 -0.4 0.4 0.4 0.20
H -0.947123 -0.388501 5.664049 0.1 -0.3 0.1 0.38
H -1.233720 -2.140615 5.510774 0.1 0.2 0.0 0.44
H 0.146646 -1.395570 4.673739 -0.1 0.0 0.2 0.14
```
Forces are in eV/Å.

Summary:
Net charge   +4
Multiplicity   1
DFT total energy   -2194.20090 hartree
Energy relative to the best compared isomer or geometry (same formula, charge and spin)   8.81 kcal per mole

***

Record 4
An isolated ion of composition C3H2BrO2S and charge -1 in a non-equilibrium geometry, computed with ωB97M-V with the def2-TZVPD basis set.

```
9
Properties=species:S:1:pos:R:3:forces:R:3:mulliken_charge:R:1
C -1.612658 0.662221 0.698910 1.2 -0.2 -0.4 -0.52
C -0.497584 -0.704188 -0.797080 0.2 0.6 1.5 -0.34
C -1.301142 0.509172 -0.609933 1.4 -1.6 0.3 -0.16
O 1.986236 -1.427278 -0.707307 -0.8 0.9 0.4 -0.55
O 1.031533 -1.032646 1.487707 -0.3 0.4 0.4 -0.52
S 1.002630 -0.691865 0.088808 0.9 -1.9 -1.4 0.76
Br 1.798863 1.500520 -0.066281 0.2 0.3 0.2 -0.33
H -0.849672 0.367224 1.501948 -1.3 0.3 -1.0 0.30
H -1.558202 0.816837 -1.596775 -1.5 1.2 0.0 0.36
```
Forces are in eV/Å.

Summary:
Net charge   -1
Multiplicity   1
DFT total energy   -3238.04047 hartree
Energy relative to the best compared isomer or geometry (same formula, charge and spin)   68.30 kcal per mole

***

Record 5
A 2-piece molecular cluster, C5H15N3 overall in a non-equilibrium geometry, computed with ωB97M-V with the def2-TZVPD basis set.

```
23
Properties=species:S:1:pos:R:3:forces:R:3:mulliken_spin:R:1
C -2.648859 1.039606 -0.682698 0.1 -0.2 0.1 0.20
C -1.245195 0.494767 -0.931233 0.1 -0.2 -0.2 -0.72
C -1.222344 -1.019833 -0.861962 -0.7 -0.3 -0.5 0.23
N -0.716664 0.892710 -2.248611 -0.1 0.1 0.2 0.37
H -3.032422 0.725448 0.287364 0.0 0.0 0.2 -0.09
H -2.632355 2.133440 -0.713347 -0.2 -0.1 -0.1 0.00
H -3.336484 0.624600 -1.429974 0.1 0.3 -0.1 -0.03
H -0.565057 0.857496 -0.158705 0.0 0.2 -0.1 0.49
H -0.299844 -1.420707 -1.278899 0.2 0.0 0.3 0.10
H -1.421525 -1.390410 0.144463 0.3 0.1 0.0 0.09
H -2.018191 -1.431185 -1.499963 0.0 0.1 0.0 -0.21
H -0.862023 1.885029 -2.400975 0.1 0.1 0.1 -0.19
H -1.266503 0.427001 -2.962613 0.0 -0.1 -0.1 -0.05
C 1.376995 0.786665 2.179707 0.3 0.1 0.0 0.81
N 2.630540 -0.895239 0.404062 -0.2 -0.6 -0.4 0.44
C 1.385079 -1.160459 0.924023 -0.5 0.5 0.9 2.17
N 0.720302 -0.427902 1.731356 0.2 0.1 0.1 -0.80
H 2.303595 0.553335 2.731821 -0.1 -0.1 -0.1 -0.04
H 0.731460 1.358947 2.850127 -0.1 0.0 -0.1 -0.17
H 1.701934 1.438615 1.357764 -0.2 0.1 0.0 -0.15
H 2.896291 -1.583942 -0.304254 0.1 0.1 0.0 -0.67
H 2.791546 0.051311 0.064024 0.0 0.0 0.2 -0.39
H 0.905953 -2.111084 0.725282 0.5 -0.2 -0.5 -0.38
```
Forces are in eV/Å.

Summary:
<S²>   0.75
Net charge   -1
Multiplicity   2
DFT total energy   -363.70422 hartree
Energy relative to the best compared isomer or geometry (same formula, charge and spin)   0.00 kcal per mole

***

Record 6
C18H15BrNO3RuS as an isolated structure in a non-equilibrium geometry, computed with ωB97M-V with the def2-TZVPD basis set.

```
40
Properties=species:S:1:pos:R:3:forces:R:3:mulliken_charge:R:1
Ru -0.492035 0.302933 -0.014686 -0.3 0.1 -1.5 0.67
C 2.717628 0.258441 0.428941 0.0 0.0 -0.1 -1.18
C 1.933933 -0.338434 1.553465 0.1 -0.1 -0.1 1.28
C 2.641105 -0.899049 2.637410 0.0 0.0 0.0 -0.88
C 1.989997 -1.492646 3.673489 0.0 0.0 0.0 -0.71
C 0.582200 -1.541766 3.663408 0.0 0.0 -0.1 1.04
C -0.179852 -2.130814 4.697353 0.0 0.0 0.0 -0.87
C -1.542708 -2.129390 4.639675 -0.1 0.0 0.0 -0.70
C -2.204111 -1.538616 3.546467 -0.1 0.0 0.0 -0.54
C -1.484516 -0.978918 2.525083 0.1 0.0 0.0 0.94
S -2.248678 -0.333341 1.080529 -0.2 0.2 0.2 -0.49
C -0.080338 -0.973034 2.563615 0.0 0.3 0.0 -0.07
N 0.603508 -0.367764 1.524251 0.3 -0.1 0.6 -0.06
H 3.778965 0.129298 0.619079 0.0 0.0 0.0 0.44
H 2.492862 1.315651 0.325323 0.0 0.0 0.1 0.16
H 2.468801 -0.229244 -0.516509 0.0 0.0 0.1 0.23
H 3.719393 -0.847947 2.612585 0.0 0.0 0.0 0.38
H 2.539810 -1.923708 4.500449 0.0 0.0 0.0 0.46
H 0.337771 -2.579282 5.535040 0.0 0.0 0.0 0.41
H -2.124072 -2.577705 5.432861 0.0 0.0 0.0 0.41
H -3.285886 -1.535029 3.504377 0.0 0.0 0.0 0.46
Br -0.686467 1.216457 -6.837939 0.0 0.0 0.0 -0.12
C -1.085112 1.005478 -5.012608 0.0 0.0 -0.1 -0.08
C -1.858798 1.963859 -4.374716 -0.1 0.1 0.0 -0.26
C -2.153321 1.826889 -3.026340 0.1 -0.1 -0.1 -0.78
C -1.657150 0.730118 -2.342678 0.4 -0.2 0.3 0.33
C -0.873250 -0.232317 -2.977081 -0.3 0.3 -0.3 0.51
C -0.599162 -0.098834 -4.332273 0.0 -0.1 0.1 -0.59
C -0.287805 -1.388051 -2.255971 0.5 -0.5 0.7 0.35
O -0.077150 -2.476532 -2.680894 -0.2 0.1 -0.5 -0.50
O 0.158768 -1.134727 -0.964984 -0.2 0.0 -0.3 -0.46
H -2.236385 2.807901 -4.934814 0.0 0.0 0.0 0.45
H -2.781235 2.551461 -2.527784 0.0 0.0 0.0 0.47
H -2.003239 0.597322 -1.303983 -0.3 -0.1 0.1 0.30
H -0.013857 -0.854460 -4.838381 0.0 0.0 0.0 0.55
C 0.805110 2.828075 -1.272815 -0.6 -0.3 -0.4 -0.69
O 0.385564 1.894705 -0.294692 0.6 0.1 1.4 -0.73
H -0.008192 3.153485 -1.924733 0.0 0.0 0.0 0.27
H 1.572223 2.337295 -1.876314 0.0 0.1 -0.1 0.32
H 1.235679 3.682241 -0.753206 0.0 0.0 0.0 0.30
```
Forces are in eV/Å.

Summary:
Net charge   +1
Multiplicity   1
DFT total energy   -4042.25551 hartree
Energy relative to the best compared isomer or geometry (same formula, charge and spin)   6.71 kcal per mole